No. 1
Density functional theory data (ωB97M-V with the def2-TZVPD basis set) for 3 unconnected molecules or ions with the total composition C17H30NO14S2.

Last column: natural (NBO) charge in e.
Atoms and positions in Å:
C -4.6111 -1.1007 -0.1503  -0.616
C -3.8597 -0.2489 0.9441  -0.420
C -2.3235 -0.1778 0.6537  -0.065
O -1.8142 -1.4492 0.1926  -0.401
N -0.5440 -1.5812 0.7642  -0.353
C 0.3400 -2.4721 -0.0077  0.003
C 1.4482 -2.9528 1.0120  -0.488
C 1.9230 -1.8141 1.9887  0.811
O 2.0366 -2.0786 3.1502  -0.588
O 2.2699 -0.5090 1.5634  -0.588
C 1.5063 0.4878 2.1845  0.817
C 1.7121 0.8821 3.6883  -0.734
O 0.6982 1.1077 1.5907  -0.506
C -0.3364 -3.7739 -0.5751  0.726
O -1.2333 -3.7463 -1.4305  -0.739
O 0.0924 -4.9259 -0.1775  -0.810
C 1.1119 -1.7800 -1.2019  -0.195
C 1.5971 -2.8522 -2.2615  -0.628
C 0.2903 -0.7019 -1.9976  -0.413
C 0.7223 0.7610 -1.5653  -0.609
H -4.5387 -2.1655 0.1648  0.220
H -5.6875 -0.8018 -0.1528  0.191
H -4.1583 -0.9513 -1.1559  0.220
H -4.0674 -0.6389 1.9695  0.185
H -4.2499 0.7996 0.9139  0.200
H -1.8276 0.0029 1.6431  0.175
H -2.0383 0.6659 -0.0109  0.181
H -0.7125 -2.0822 1.6506  0.329
H 1.1012 -3.7737 1.6646  0.277
H 2.3658 -3.2347 0.4390  0.244
H 2.0970 1.9246 3.7783  0.228
H 2.4231 0.1460 4.1217  0.233
H 0.7443 0.7947 4.2298  0.240
H 2.0489 -1.3343 -0.7873  0.190
H 2.0845 -3.7140 -1.7517  0.212
H 0.7668 -3.1915 -2.9174  0.238
H 2.3756 -2.3989 -2.9286  0.193
H 0.6134 -0.7926 -3.0675  0.187
H -0.8062 -0.8608 -1.9953  0.243
H 1.7322 0.7647 -1.0876  0.200
H -0.0286 1.2565 -0.9177  0.213
H 0.8496 1.3591 -2.5066  0.184
C -5.7335 5.0999 0.4713  -0.099
C -5.5252 5.2747 -1.0206  -0.102
O -4.6193 4.2348 -1.3878  -0.679
S -4.8772 2.9457 -0.4466  2.538
O -5.7148 2.0390 -1.1468  -0.883
O -3.6395 2.5706 0.1267  -0.876
O -5.7678 3.6878 0.6802  -0.684
H -4.8937 5.5087 1.0389  0.191
H -6.6595 5.5573 0.8156  0.206
H -5.1122 6.2495 -1.2720  0.209
H -6.4576 5.1223 -1.5711  0.189
C 6.9858 0.0485 0.1324  -0.099
C 5.5667 -0.3980 0.4217  -0.103
O 4.8029 0.0614 -0.6960  -0.670
S 5.7254 0.0317 -2.0177  2.533
O 5.4617 -1.1684 -2.7288  -0.886
O 5.6731 1.3118 -2.6316  -0.895
O 7.1529 -0.1285 -1.2752  -0.689
H 7.1217 1.1087 0.3616  0.185
H 7.7227 -0.5368 0.6796  0.206
H 5.1800 0.0194 1.3489  0.220
H 5.4939 -1.4882 0.4567  0.197

Output
Relative energy (zero: lowest compared OMol25 entry of this formula, charge and spin), kJ/mol: 0.0
Total energy, hartree: -2570.1612
HOMO level, eV: -3.8
Net charge: -1

=====

No. 2
Density functional theory data (ωB97M-V with the def2-TZVPD basis set) for 2 unconnected molecules or ions with the total composition C40H50FSi4.

Last column: Löwdin charge in e.
Atoms and positions in Å:
F 4.3308 6.6432 4.6499  0.067
C 4.0991 5.4547 4.0041  -0.220
C 5.0089 4.4239 4.2025  0.046
C 4.6657 3.1815 3.6449  -0.033
C 3.4586 2.9636 2.9786  0.007
C 2.5134 4.0197 2.8264  -0.169
C 1.1669 3.7881 2.3867  0.162
C 0.0413 4.3376 3.0788  -0.148
C -1.2047 3.6459 3.0705  -0.001
C -2.3595 4.1545 3.6616  -0.036
C -2.3492 5.4225 4.2636  0.003
C -1.1261 6.1046 4.3629  -0.030
C 0.0443 5.5422 3.8569  0.024
C 2.9877 5.3148 3.1911  0.044
H 5.9313 4.5811 4.7518  0.136
H 5.3695 2.3541 3.7365  0.123
H 3.2091 1.9749 2.5828  0.102
H 1.0126 3.1838 1.4857  0.128
H -1.2247 2.6958 2.5429  0.085
H -3.2965 3.5926 3.6770  0.110
H -3.2644 5.8233 4.7020  0.129
H -1.1005 7.0893 4.8373  0.124
H 0.9712 6.0793 4.0141  0.097
H 2.4555 6.1933 2.8632  0.128
C 0.9970 0.7504 1.5593  -0.238
Si 0.7704 -1.0836 1.6745  0.499
C 2.4257 -1.7379 2.2542  -0.171
C -0.6382 -1.2574 2.9255  -0.240
C -1.4892 -2.3711 2.8559  -0.096
C -2.5951 -2.4731 3.7110  -0.077
C -2.8615 -1.4664 4.6464  -0.085
C -2.0435 -0.3318 4.6828  -0.092
C -0.9296 -0.2328 3.8410  -0.109
C 0.2858 -2.0126 0.1307  -0.343
Si 0.3874 -1.0932 -1.4986  0.555
H 0.7325 0.4372 -1.0153  0.035
C 1.6608 -1.9250 -2.6620  -0.338
Si 1.4416 -3.7182 -3.1677  0.515
C 2.9686 -4.7304 -2.7820  -0.177
C 0.0075 -4.5801 -2.3060  -0.185
C 1.1618 -4.0635 -5.0147  -0.257
C 0.3974 -5.1704 -5.4288  -0.094
C 0.2867 -5.4898 -6.7909  -0.084
C 0.9425 -4.7165 -7.7563  -0.087
C 1.7270 -3.6315 -7.3419  -0.089
C 1.8434 -3.3071 -5.9816  -0.105
C -1.2184 -1.4674 -2.4465  -0.348
Si -2.1793 0.0692 -2.8497  0.458
C -1.1715 1.1958 -3.9377  -0.176
C -3.7469 -0.4403 -3.7301  -0.172
C -2.5900 0.9061 -1.2080  -0.251
C -2.2387 2.2379 -0.9637  -0.088
C -2.5474 2.8065 0.2795  -0.096
C -3.1781 2.0380 1.2647  -0.112
C -3.4066 0.6809 1.0682  -0.066
C -3.1655 0.1308 -0.1889  -0.081
H 1.8217 1.0587 0.9070  0.039
H 0.0832 1.2647 1.2502  0.026
H 1.2332 1.1507 2.5545  0.014
H 3.1577 -1.6931 1.4319  0.039
H 2.8094 -1.1432 3.0970  0.032
H 2.3282 -2.7855 2.5687  0.040
H -1.2877 -3.1728 2.1386  0.099
H -3.2467 -3.3469 3.6390  0.108
H -3.7135 -1.5581 5.3235  0.107
H -2.2622 0.4803 5.3763  0.100
H -0.2783 0.6404 3.9302  0.082
H 0.9309 -2.9100 0.1220  0.045
H -0.7416 -2.3870 0.2706  0.030
H 1.7284 -1.3178 -3.5822  0.031
H 2.6505 -1.8241 -2.1835  0.033
H 3.2546 -4.6533 -1.7238  0.030
H 2.7871 -5.7887 -3.0264  0.043
H 3.8114 -4.3912 -3.3994  0.037
H 0.0388 -4.4728 -1.2137  0.020
H -0.9722 -4.2279 -2.6538  0.029
H 0.0616 -5.6577 -2.5317  0.036
H -0.1169 -5.7988 -4.6948  0.091
H -0.3197 -6.3451 -7.0959  0.103
H 0.8406 -4.9560 -8.8197  0.105
H 2.2534 -3.0321 -8.0861  0.101
H 2.4759 -2.4658 -5.6775  0.097
H -1.0568 -1.9583 -3.4246  0.050
H -1.8780 -2.1651 -1.8998  0.047
H -1.1177 0.7743 -4.9529  0.045
H -1.6294 2.1919 -4.0133  0.035
H -0.1447 1.3133 -3.5695  0.026
H -3.4978 -0.9260 -4.6847  0.039
H -4.3204 -1.1584 -3.1286  0.035
H -4.3930 0.4237 -3.9402  0.038
H -1.7364 2.8444 -1.7268  0.100
H -2.2740 3.8465 0.4768  0.103
H -3.4599 2.4779 2.2149  0.067
H -3.7710 0.0659 1.8937  0.108
H -3.4253 -0.9139 -0.3614  0.109

Output
Relative energy (zero: lowest compared OMol25 entry of this formula, charge and spin), kJ/mol: 151.3
Total energy, hartree: -2811.8523
HOMO level, eV: -10.5
Net charge: +1

=====

No. 3
Density functional theory data (ωB97M-V with the def2-TZVPD basis set) for C2H6ClPS in the gas phase.

Last column: natural (NBO) charge in e.
Atoms and positions in Å:
C -0.7625 1.2765 -0.5575  -0.984
P -0.2544 -0.4882 -0.2803  1.187
C 1.0377 -0.7222 1.0446  -0.918
S 0.6319 -1.2589 -2.2410  -0.622
Cl -1.9736 -1.3357 0.2621  -0.222
H -0.9082 1.1918 -1.6777  0.287
H -1.7828 1.5248 -0.1272  0.257
H 0.0628 1.9902 -0.1666  0.261
H 0.9649 -1.5877 1.5914  0.253
H 1.9439 -0.7020 0.4850  0.269
H 1.0402 0.1114 1.6674  0.231

Output
Relative energy (zero: lowest compared OMol25 entry of this formula, charge and spin), kJ/mol: 28.0
Total energy, hartree: -1279.5315
SMILES: CP(C)(=S)Cl
HOMO level, eV: -8.2

=====

No. 4
Density functional theory data (ωB97M-V with the def2-TZVPD basis set) for a molecular structure, C8H11ClN2O.

Last column: natural (NBO) charge in e.
Atoms and positions in Å:
C -3.4981 1.2190 -1.1408  -0.221
C -2.2060 1.6043 -1.4447  -0.045
C -3.9537 0.1256 -0.2974  -0.378
C -3.5537 -1.0635 -0.0118  0.726
C 0.3685 0.6252 1.1354  -0.642
C 0.3090 -1.8813 0.4011  -0.620
C 1.5678 -0.2586 -1.0815  -0.638
C 0.3941 -0.4026 -0.0975  0.102
N -1.0174 1.1098 -0.9072  -0.166
N -0.8322 -0.0764 -0.9036  -0.134
O -3.2950 -2.1884 0.1986  -0.431
Cl -5.3564 0.3500 0.6916  0.037
H -4.3462 1.9977 -1.3009  0.242
H -2.0653 2.4553 -1.9971  0.201
H 0.0717 1.7186 1.0230  0.245
H -0.3139 0.2095 1.8185  0.203
H 1.2821 0.3750 1.6218  0.209
H 0.5910 -1.9059 1.4246  0.213
H 0.9404 -2.2932 -0.3137  0.217
H -0.7104 -2.0840 0.3491  0.228
H 2.5361 -0.2244 -0.5853  0.220
H 1.5484 -1.0009 -1.8477  0.213
H 1.6195 0.6563 -1.6510  0.220

Output
Relative energy (zero: lowest compared OMol25 entry of this formula, charge and spin), kJ/mol: 356.2
Total energy, hartree: -956.2226
HOMO level, eV: -8.4

=====

No. 5
Density functional theory data (ωB97M-V with the def2-TZVPD basis set) for C6H8N2O2 in the gas phase.

Last column: natural (NBO) charge in e.
Atoms and positions in Å:
O -0.2517 1.5244 -2.6208  -0.440
N 0.5650 1.5216 -1.6929  0.389
O 1.8616 2.0436 -1.7907  -0.179
N 2.5168 1.8392 -0.5246  -0.108
C 1.6819 1.0550 0.1427  0.170
C 0.5329 0.7058 -0.6464  0.043
C -0.5449 -0.0808 -0.0596  -0.458
C -0.6909 0.1979 1.4718  -0.394
C 0.6431 -0.1364 2.1570  -0.395
C 1.8364 0.6450 1.5274  -0.462
H -1.5217 0.2451 -0.5929  0.249
H -0.5829 -1.1995 -0.2276  0.240
H -1.6014 -0.4331 1.8150  0.221
H -1.0270 1.2084 1.7278  0.212
H 0.5430 -0.0600 3.1916  0.223
H 0.8794 -1.2410 2.0498  0.200
H 2.7768 0.0506 1.6841  0.245
H 1.9088 1.6393 1.9134  0.242

Output
Relative energy (zero: lowest compared OMol25 entry of this formula, charge and spin), kJ/mol: 519.1
Total energy, hartree: -493.2492
SMILES: [O-][n+]1onc2c1CCCC2
HOMO level, eV: -9.0

=====

No. 6
Density functional theory data (ωB97M-V with the def2-TZVPD basis set) for a molecular structure, CH3ClF2.

Last column: natural (NBO) charge in e.
Atoms and positions in Å:
C -1.1291 0.1278 0.2811  0.039
H 2.9011 -0.2110 -0.9093  0.562
H -1.4634 -0.0290 1.3073  0.170
H -0.9293 1.1806 0.0756  0.168
F 2.3015 0.0294 -0.2380  -0.552
F -2.0708 -0.3334 -0.5799  -0.348
Cl 0.3900 -0.7644 0.0631  -0.039

Output
Relative energy (zero: lowest compared OMol25 entry of this formula, charge and spin), kJ/mol: 130.4
Total energy, hartree: -699.7629
HOMO level, eV: -10.0